# 1
Molecular formula: C61H43CdCl4N5O3S
Method: DFT, ωB97M-V/def2-TZVPD

Positions of all 118 atoms, in Å:
Cd 0.57 -0.35 -0.01
Cl 3.91 6.94 5.31
Cl -2.94 -0.93 -8.95
Cl -7.90 -0.84 3.82
Cl 7.63 -5.05 -1.08
S 0.62 0.80 5.28
O 1.38 1.92 5.79
O 1.35 -0.55 1.99
O 0.10 -0.07 6.32
N 2.43 1.12 -0.14
N -1.66 0.42 -1.08
N -0.01 1.69 0.63
N 1.46 -0.06 4.18
N 1.16 -0.52 -2.00
C -3.10 1.13 0.83
C 1.88 -3.50 0.60
C -2.17 2.06 1.56
C -6.48 -0.32 2.95
C -5.42 0.26 3.64
C -1.41 2.51 4.61
C -2.27 3.29 3.89
C 4.54 -1.71 -1.27
C 0.98 -3.94 -2.37
C -0.89 -0.15 -3.37
C 0.48 3.00 1.01
C -1.91 3.52 1.22
C -3.84 0.82 -1.57
C -2.19 -3.49 -2.55
C -2.31 -0.68 -7.35
C -1.63 -1.70 -6.72
C -2.68 3.12 2.50
C 3.33 5.84 4.09
C -6.39 -0.53 1.58
C -0.87 1.38 1.75
C 3.53 -0.70 -1.28
C 0.92 0.06 2.99
C -5.27 -0.11 0.90
C 0.49 -0.39 -3.19
C -4.22 0.60 1.53
C 2.70 6.35 2.97
C 6.44 -3.78 -1.15
C -0.66 1.41 4.19
C 3.05 3.62 3.27
C 2.47 -0.70 -2.28
C -1.36 -0.29 -4.76
C 3.51 4.48 4.26
C 4.69 1.08 0.16
C 1.90 3.11 1.17
C -2.49 0.55 -6.73
C 5.61 -3.67 -2.25
C -2.85 0.79 -0.55
C -3.23 0.47 -2.73
C 3.54 0.41 -0.41
C -4.32 0.71 2.94
C 2.41 4.10 2.13
C 5.38 -1.89 -0.15
C -0.74 -2.79 2.31
C 2.78 2.17 0.64
C -1.85 0.21 -2.42
C 2.24 5.48 2.00
C -1.77 -2.97 -0.06
C -3.16 -2.73 0.39
C 4.23 2.19 0.78
C -2.01 0.73 -5.45
C 4.67 -2.67 -2.30
C 0.06 -3.50 -1.28
C 6.32 -2.89 -0.09
C -1.32 -3.34 -1.34
C -1.16 -1.50 -5.44
C 0.50 -3.22 0.07
C -0.48 3.92 1.28
C -0.63 -2.89 0.82
C 2.67 -0.67 -3.68
C -0.31 0.95 2.93
C 1.44 -0.47 -4.25
H -1.24 -3.68 2.70
H 5.69 -4.39 -3.06
H -2.52 4.03 0.49
H -3.18 -3.87 -2.27
H -3.74 3.34 2.36
H -2.15 1.69 -4.97
H -1.25 2.77 5.65
H 5.25 -1.26 0.71
H -0.25 4.91 1.63
H 1.23 -0.34 -5.30
H 0.23 -2.70 2.77
H 6.94 -3.01 0.79
H -5.22 -0.33 -0.15
H 1.75 5.89 1.12
H -1.34 -1.92 2.61
H -3.37 -3.25 1.32
H -5.46 0.35 4.71
H 0.42 -4.35 -3.21
H 1.67 -4.71 -2.01
H -2.33 -2.53 -3.05
H -2.76 4.10 4.41
H -3.89 -3.05 -0.35
H -3.51 1.12 3.51
H 4.79 2.96 1.27
H 2.48 -2.59 0.65
H 1.58 -3.10 -2.72
H -1.76 -4.19 -3.26
H -3.01 1.34 -7.25
H -0.63 -2.30 -4.93
H 1.82 -3.92 1.61
H -3.32 -1.67 0.58
H -1.48 -2.64 -7.22
H 5.72 0.79 0.03
H -0.59 1.78 -0.20
H 3.97 4.08 5.15
H -3.69 0.39 -3.70
H 2.56 7.42 2.87
H 2.39 -4.22 -0.04
H -7.19 -1.03 1.06
H 3.16 2.56 3.41
H -4.85 1.19 -1.46
H 4.02 -2.62 -3.15
H 3.62 -0.69 -4.18

Computed properties:
- Molecular weight: 1180.34 g/mol
- Highest occupied orbital energy (spin up / spin down): -0.034 / -0.034 Ha
- Net charge: -2
- Spin multiplicity: 1
- Frontier orbital gap (spin up / spin down): 3.8 / 3.6 eV

---

# 2
Molecular formula: C61H49N3O5P2PdS3Se2
Method: DFT, ωB97M-V/def2-TZVPD

Positions of all 126 atoms, in Å:
Pd 0.91 0.78 1.13
Se 1.94 -1.49 -0.69
Se -5.41 -3.84 0.73
S 1.89 3.07 1.63
S -1.22 2.27 1.47
S 2.86 -0.04 2.49
P -3.34 -4.15 0.46
P 0.74 -2.82 0.45
O 2.03 -1.22 2.28
O -2.33 2.09 2.42
O 3.47 0.57 1.30
O 2.35 0.90 3.48
O 1.07 4.08 2.33
N -2.34 -0.65 1.33
N -3.09 -1.68 1.07
N -1.07 -0.94 1.17
C 1.12 -3.67 2.05
C -3.44 1.85 -1.97
C -1.32 4.06 1.09
C 5.56 5.66 0.50
C 4.32 6.23 0.78
C 5.68 4.27 0.56
C -2.44 -5.62 4.11
C -1.82 1.82 -0.20
C 3.23 5.44 1.10
C 1.40 3.09 -0.15
C 2.01 -4.73 2.11
C 3.37 4.06 1.14
C -2.64 -6.70 1.56
C 2.18 -5.44 3.29
C -0.96 -2.23 0.75
C 0.29 6.78 -0.86
C -0.98 4.44 -2.70
C 0.91 2.93 -2.92
C 0.29 -6.76 -0.77
C 1.10 -4.37 -1.88
C 1.17 -5.54 -2.63
C 0.64 2.84 -4.30
C -2.65 1.01 -2.74
C 6.76 6.51 0.17
C 0.76 -6.74 -2.07
C 0.20 8.14 -1.01
C -3.25 -5.80 -3.83
C 0.23 -5.59 -0.03
C -3.87 -6.05 -1.53
C -1.01 1.00 -0.97
C 0.39 3.85 -0.69
C -2.31 -2.71 0.67
C 2.19 2.26 -0.99
C -2.23 4.80 1.85
C -2.66 -4.58 -3.54
C -3.20 -4.86 -1.21
C -0.58 6.08 0.01
C 0.45 -3.28 3.21
C -3.87 -6.52 -2.83
C 4.33 -0.77 3.29
C -3.10 0.51 -4.09
C 4.59 3.47 0.88
C 0.64 -4.38 -0.57
C -2.64 -4.11 -2.23
C -2.25 -6.98 3.92
C -1.42 0.60 -2.23
C -0.78 8.87 -0.31
C 1.49 -5.06 4.43
C 0.11 3.76 -2.10
C -2.35 -7.52 2.64
C -2.37 6.15 1.66
C 0.65 -3.96 4.40
C -2.82 -5.33 1.75
C -0.51 4.67 0.16
C -3.04 2.25 -0.70
C -1.63 8.22 0.54
C -1.22 4.34 -4.04
C 1.96 2.19 -2.33
C -2.72 -4.80 3.03
C -0.40 3.54 -4.86
C -1.54 6.83 0.74
H -0.11 -5.63 1.00
H 4.68 2.39 0.94
H -0.04 -7.69 -0.32
H 5.17 -0.12 3.05
H 1.44 -3.43 -2.30
H -4.37 -7.45 -3.06
H -2.44 0.89 -4.87
H 2.57 -5.01 1.23
H 0.79 -7.66 -2.65
H -0.60 3.46 -5.92
H -0.20 -2.41 3.18
H 4.21 7.31 0.73
H -2.20 -8.58 2.48
H -2.37 -5.19 5.10
H -3.11 6.72 2.22
H 1.54 -5.50 -3.64
H 6.45 7.54 -0.05
H -2.89 -3.74 3.18
H 6.64 3.82 0.35
H 7.45 6.54 1.02
H -4.40 2.18 -2.36
H -3.67 2.90 -0.10
H -2.72 -7.13 0.57
H -2.06 -7.63 4.77
H -2.39 8.78 1.08
H -0.03 0.68 -0.56
H 3.00 1.69 -0.55
H 2.84 -6.30 3.31
H -2.82 4.26 2.59
H -2.06 4.86 -4.49
H -2.19 -3.15 -2.00
H 1.62 -5.62 5.35
H 1.04 6.22 -1.40
H 7.30 6.12 -0.69
H 0.89 8.66 -1.67
H -1.64 5.03 -2.09
H -4.12 0.83 -4.31
H -3.06 -0.58 -4.12
H 4.47 -1.75 2.85
H 0.15 -3.62 5.30
H 2.26 5.87 1.33
H -3.24 -6.18 -4.85
H -0.77 -0.05 -2.81
H -2.21 -3.98 -4.32
H -4.42 -6.57 -0.76
H 4.17 -0.83 4.36
H -0.84 9.94 -0.44
H 1.27 2.20 -4.90
H 2.57 1.54 -2.95

Computed properties:
- Molecular weight: 1326.57 g/mol
- Highest occupied orbital energy: -0.063 Ha
- Net charge: -2
- Spin multiplicity: 1
- Frontier orbital gap: 5.5 eV

---

Energy relative to the best compared isomer or geometry (same formula, charge and spin) readings, ordered: 0.0; 41.0 kcal per mole
E readings, ordered: -143035.9650; -264016.6617 eV